No. 1
C8H12AlBiCl2N2O4 as an isolated structure. Source: the OMol25 dataset; level of theory: wB97M-V/def2-TZVPD.

## Properties
Gap between HOMO and LUMO (spin up / spin down) (Ha): 0.266 / 0.175
Highest occupied orbital energy (spin up / spin down) (eV): -22.94 / -20.59
Charge: +4
M (g mol⁻¹): 507.1
Lowest unoccupied orbital energy (spin up / spin down) (Eh): -0.5771 / -0.5814
DFT total energy (eV): -57094.915
Relative energy (zero: lowest compared OMol25 entry of this formula, charge and spin) (kcal/mol): 32.9

CARTESIAN COORDINATES (ANGSTROEM)
Al (0.464, 0.729, -5.552)
Bi (-0.034, 0.847, -1.186)
Cl (-1.189, 0.962, -4.035)
Cl (1.745, -0.629, -2.067)
C (-0.777, -1.159, -0.243)
C (-0.231, 1.801, -7.319)
C (0.881, -0.976, -6.853)
O (-0.452, -2.022, 0.480)
O (-0.679, 1.703, -8.391)
O (0.810, -1.883, -7.599)
C (2.921, 0.715, 2.808)
N (1.766, 1.316, 3.445)
C (1.890, 1.797, 4.821)
C (0.655, 1.309, 2.645)
O (0.757, 0.823, 1.461)
N (-0.557, 1.863, 3.002)
C (-1.043, 1.818, 4.372)
C (-1.618, 1.845, 1.986)
H (3.734, 0.574, 3.523)
H (3.298, 1.330, 1.981)
H (2.666, -0.266, 2.384)
H (1.474, 2.800, 4.967)
H (1.447, 1.105, 5.555)
H (2.953, 1.832, 5.100)
H (-0.843, 2.727, 4.923)
H (-2.118, 1.667, 4.303)
H (-0.662, 0.960, 4.938)
H (-1.404, 2.551, 1.166)
H (-1.748, 0.837, 1.543)
H (-2.543, 2.164, 2.504)

=====

No. 2
C8H13InNP as an isolated structure. Source: the OMol25 dataset; level of theory: wB97M-V/def2-TZVPD.

## Properties
Gap between HOMO and LUMO (Ha): 0.230
Highest occupied orbital energy (eV): -5.81
M (g mol⁻¹): 269.0
Lowest unoccupied orbital energy (Eh): 0.0165
DFT total energy (eV): -24455.363

CARTESIAN COORDINATES (ANGSTROEM)
C (-0.553, 1.913, -1.279)
C (0.364, 2.654, -0.429)
C (1.702, 2.090, -0.651)
C (1.467, 0.805, -1.302)
C (0.116, 0.851, -1.832)
In (0.836, 0.855, 0.935)
P (-2.242, -0.354, 0.969)
H (-1.599, 2.186, -1.450)
H (0.180, 3.659, -0.065)
H (2.671, 2.597, -0.563)
H (-0.288, 0.177, -2.595)
H (2.238, 0.126, -1.678)
H (-2.200, -1.351, -0.051)
H (-3.489, 0.183, 0.524)
H (-2.855, -1.194, 1.955)
C (0.585, -5.084, 1.469)
C (0.387, -3.886, 2.419)
C (0.584, -2.573, 1.824)
N (0.775, -1.537, 1.328)
H (-0.191, -5.080, 0.696)
H (0.531, -6.035, 2.015)
H (1.569, -5.013, 0.994)
H (-0.619, -3.918, 2.855)
H (1.072, -3.988, 3.271)

=====

No. 3
A 3-piece molecular cluster, C18H13F18N2O6 overall. Source: the OMol25 dataset; level of theory: wB97M-V/def2-TZVPD.

## Properties
Gap between HOMO and LUMO (Ha): 0.265
Highest occupied orbital energy (eV): -13.67
Charge: +1
M (g mol⁻¹): 695.3
Lowest unoccupied orbital energy (Eh): -0.2379
DFT total energy (eV): -83035.223

CARTESIAN COORDINATES (ANGSTROEM)
O (-0.174, -2.304, -0.984)
C (-0.859, -1.144, -0.983)
O (-0.088, 0.104, -1.102)
C (-2.492, -1.260, -0.791)
C (-3.321, -2.554, -1.400)
C (-4.970, -2.634, -1.133)
N (-5.781, -1.602, -0.397)
N (-7.126, -1.589, -0.129)
C (-7.919, -2.739, -0.646)
O (-8.422, -3.771, 0.060)
F (-8.153, -2.807, -2.137)
C (-7.819, -0.337, -0.700)
O (-8.637, 0.326, 0.165)
F (-7.550, 0.122, -2.093)
C (-5.006, -0.395, 0.179)
C (-3.399, -0.146, 0.011)
H (0.762, -0.169, -1.589)
H (-2.726, -3.414, -1.976)
H (-5.483, -3.590, -1.564)
H (-5.600, 0.432, 0.803)
H (-2.904, 0.824, 0.462)
C (5.070, -1.161, -0.555)
C (3.815, -1.061, -1.436)
C (3.359, -2.377, -2.053)
F (4.290, -2.911, -2.875)
F (2.245, -2.190, -2.811)
F (4.012, -0.110, -2.388)
F (2.802, -0.587, -0.644)
O (6.306, -0.802, -1.179)
C (6.943, -1.843, -1.916)
C (7.060, -1.524, -3.411)
F (5.840, -1.333, -3.978)
F (7.644, -2.549, -4.087)
F (6.311, -3.016, -1.674)
F (8.185, -1.970, -1.375)
H (4.947, -0.419, 0.244)
H (5.139, -2.120, -0.027)
H (3.112, -3.114, -1.282)
H (7.653, -0.621, -3.574)
C (0.545, 2.401, 1.666)
C (-0.929, 2.833, 1.672)
C (-1.155, 4.339, 1.726)
F (-0.650, 4.896, 2.849)
F (-2.486, 4.623, 1.726)
F (-1.576, 2.199, 2.686)
F (-1.494, 2.357, 0.518)
O (1.090, 2.006, 2.928)
C (1.577, 3.069, 3.743)
C (0.807, 3.205, 5.062)
F (-0.513, 3.449, 4.847)
F (1.277, 4.245, 5.801)
F (1.596, 4.215, 3.022)
F (2.879, 2.769, 4.001)
H (0.599, 1.493, 1.053)
H (1.192, 3.119, 1.146)
H (-0.713, 4.840, 0.859)
H (0.888, 2.294, 5.660)

=====

No. 4
A 2-piece molecular cluster, C5H13N2O overall. Source: the OMol25 dataset; level of theory: wB97M-V/def2-TZVPD.

## Properties
Gap between HOMO and LUMO (Ha): 0.148
Highest occupied orbital energy (eV): -1.14
Charge: -1
M (g mol⁻¹): 117.2
Lowest unoccupied orbital energy (Eh): 0.1065
DFT total energy (eV): -10418.451
Relative energy (zero: lowest compared OMol25 entry of this formula, charge and spin) (kcal/mol): 121.0

CARTESIAN COORDINATES (ANGSTROEM)
C (0.284, -1.042, -1.560)
C (-0.167, -0.224, -0.307)
C (0.927, -0.341, 0.697)
C (2.256, 0.259, 0.580)
N (2.382, 1.735, 0.983)
N (-1.462, -0.852, 0.101)
C (-2.547, 0.049, 0.387)
O (-3.604, -0.506, 0.699)
H (0.430, -2.041, -1.146)
H (-0.512, -1.165, -2.312)
H (1.241, -0.656, -1.904)
H (-0.558, 0.742, -0.702)
H (0.714, -1.025, 1.517)
H (-2.527, 0.784, -1.590)
H (3.055, -0.260, 1.110)
H (2.580, 0.304, -0.473)
H (1.608, 2.274, 0.612)
H (2.227, 1.750, 1.983)
H (-1.305, -1.319, 0.985)
H (-2.293, 0.864, 1.092)
H (-2.732, 0.670, -0.754)

=====

No. 5
A 7-piece molecular cluster, C42H87N15O10P4 overall. Source: the OMol25 dataset; level of theory: wB97M-V/def2-TZVPD.

## Properties
Spin multiplicity: 2
Gap between HOMO and LUMO (spin up / spin down) (Ha): 0.232 / 0.077
Highest occupied orbital energy (spin up / spin down) (eV): -9.51 / -9.51
Charge: +1
M (g mol⁻¹): 1086.1
Lowest unoccupied orbital energy (spin up / spin down) (Eh): -0.1170 / -0.2726
DFT total energy (eV): -124929.865

CARTESIAN COORDINATES (ANGSTROEM)
C (-2.167, -0.805, -0.063)
C (-1.949, -0.372, 1.282)
C (-0.721, 0.263, 1.536)
C (0.316, 0.289, 0.571)
C (0.119, -0.452, -0.623)
C (-1.142, -0.954, -0.954)
N (1.621, 0.802, 0.952)
O (2.532, 0.821, 0.064)
O (1.761, 1.236, 2.042)
H (-3.139, -1.193, -0.331)
H (-2.732, -0.200, 2.007)
H (-0.613, 0.752, 2.493)
H (0.886, -0.535, -1.379)
H (-1.383, -1.360, -1.925)
C (-2.799, -3.994, 4.654)
C (-2.423, -3.126, 3.642)
C (-1.359, -3.358, 2.797)
C (-0.563, -4.535, 2.971)
C (-1.012, -5.448, 3.944)
C (-2.106, -5.184, 4.720)
N (0.665, -4.812, 2.199)
O (1.197, -4.050, 1.450)
O (1.125, -5.977, 2.232)
H (-3.608, -3.838, 5.352)
H (-3.065, -2.289, 3.409)
H (-0.918, -2.625, 2.137)
H (-0.468, -6.378, 4.014)
H (-2.354, -5.896, 5.494)
C (-2.407, 4.829, 5.152)
C (-3.497, 4.420, 5.849)
C (-3.745, 3.050, 5.934)
C (-2.875, 2.098, 5.352)
C (-1.776, 2.632, 4.655)
C (-1.540, 3.949, 4.565)
N (-3.069, 0.580, 5.556)
O (-4.039, 0.251, 6.283)
O (-2.330, -0.180, 5.019)
H (-2.238, 5.889, 5.034)
H (-4.117, 5.061, 6.458)
H (-4.706, 2.638, 6.201)
H (-1.007, 1.983, 4.264)
H (-0.664, 4.176, 3.975)
O (5.202, -4.913, -3.678)
P (4.273, -3.775, -3.856)
N (4.714, -2.365, -2.926)
C (5.945, -2.492, -2.201)
C (3.996, -1.181, -2.979)
N (2.719, -4.121, -3.264)
C (2.398, -4.077, -1.840)
C (1.743, -4.845, -4.068)
N (4.049, -3.173, -5.466)
C (4.822, -3.720, -6.600)
C (3.099, -2.198, -6.021)
H (5.798, -2.622, -1.129)
H (6.475, -1.540, -2.201)
H (6.729, -3.150, -2.575)
H (3.777, -0.659, -2.048)
H (2.980, -1.405, -3.305)
H (4.495, -0.512, -3.680)
H (1.977, -3.091, -1.643)
H (1.660, -4.838, -1.584)
H (3.298, -4.176, -1.234)
H (1.730, -4.638, -5.138)
H (2.098, -5.850, -3.837)
H (0.790, -4.637, -3.581)
H (5.613, -3.031, -6.897)
H (5.315, -4.611, -6.211)
H (4.242, -3.983, -7.485)
H (3.541, -1.714, -6.892)
H (2.989, -1.467, -5.221)
H (2.071, -2.497, -6.230)
O (-4.694, -1.173, -7.341)
P (-3.214, -1.147, -7.346)
N (-2.634, -2.189, -6.078)
C (-3.496, -3.252, -5.667)
C (-1.359, -2.055, -5.320)
N (-2.540, 0.461, -7.010)
C (-2.116, 1.380, -8.015)
C (-2.761, 0.966, -5.689)
N (-2.514, -1.663, -8.823)
C (-3.415, -2.262, -9.790)
C (-1.189, -2.231, -8.866)
H (-3.939, -3.819, -6.485)
H (-4.324, -2.718, -5.200)
H (-2.984, -3.775, -4.859)
H (-0.742, -2.813, -5.804)
H (-1.399, -2.290, -4.256)
H (-0.894, -1.072, -5.395)
H (-2.682, 1.063, -8.891)
H (-2.386, 2.419, -7.822)
H (-1.129, 1.184, -8.432)
H (-3.624, 1.626, -5.599)
H (-2.857, 0.200, -4.920)
H (-1.942, 1.569, -5.296)
H (-4.130, -1.495, -10.090)
H (-3.076, -2.663, -10.746)
H (-3.996, -3.037, -9.290)
H (-0.727, -2.102, -7.887)
H (-0.649, -1.687, -9.641)
H (-1.076, -3.310, -8.972)
O (3.115, 2.030, 7.297)
P (3.165, 0.581, 7.028)
N (4.033, -0.284, 8.226)
C (3.380, -0.526, 9.492)
C (5.386, 0.128, 8.564)
N (4.051, 0.357, 5.570)
C (3.613, 1.036, 4.368)
C (4.629, -1.018, 5.277)
N (1.657, -0.232, 6.846)
C (1.470, -1.383, 5.935)
C (0.409, 0.359, 7.361)
H (3.844, -1.350, 10.033)
H (2.432, -1.065, 9.489)
H (3.507, 0.157, 10.331)
H (5.964, -0.204, 7.702)
H (5.877, -0.273, 9.451)
H (5.372, 1.218, 8.582)
H (4.540, 1.220, 3.826)
H (2.985, 0.303, 3.861)
H (3.075, 1.981, 4.451)
H (5.335, -0.986, 4.447)
H (5.225, -1.349, 6.128)
H (3.900, -1.782, 5.008)
H (0.412, -1.643, 5.904)
H (1.777, -1.173, 4.910)
H (2.118, -2.221, 6.194)
H (0.635, 1.266, 7.920)
H (0.057, -0.387, 8.074)
H (-0.283, 0.515, 6.534)
O (-1.976, 4.402, -2.232)
P (-2.135, 5.069, -0.886)
N (-0.641, 5.515, -0.262)
C (0.145, 6.576, -0.892)
C (0.227, 4.502, 0.251)
N (-2.984, 4.128, 0.241)
C (-3.523, 2.826, -0.091)
C (-3.049, 4.353, 1.621)
N (-3.071, 6.454, -0.792)
C (-3.223, 7.251, 0.374)
C (-4.170, 6.458, -1.700)
H (0.650, 6.421, -1.846)
H (0.960, 6.790, -0.200)
H (-0.313, 7.564, -0.939)
H (-0.290, 3.905, 1.002)
H (1.147, 4.944, 0.634)
H (0.558, 3.812, -0.525)
H (-3.088, 2.004, 0.477)
H (-4.586, 2.869, 0.145)
H (-3.549, 2.516, -1.136)
H (-3.268, 3.505, 2.269)
H (-2.237, 5.029, 1.888)
H (-3.996, 4.889, 1.692)
H (-2.329, 7.040, 0.961)
H (-3.115, 8.316, 0.170)
H (-4.149, 7.202, 0.947)
H (-5.037, 6.570, -1.049)
H (-4.222, 5.506, -2.228)
H (-4.159, 7.317, -2.371)

=====

No. 6
A 2-piece molecular cluster, C28H57F5N2O2PS overall. Source: the OMol25 dataset; level of theory: wB97M-V/def2-TZVPD.

## Properties
Gap between HOMO and LUMO (Ha): 0.290
Highest occupied orbital energy (eV): -10.17
Charge: +1
M (g mol⁻¹): 611.8
Lowest unoccupied orbital energy (Eh): -0.0837
DFT total energy (eV): -70741.081

CARTESIAN COORDINATES (ANGSTROEM)
C (0.765, 2.080, 5.542)
C (1.293, 3.504, 5.403)
C (0.249, 4.475, 4.826)
C (0.565, 4.930, 3.404)
C (-0.508, 5.837, 2.791)
C (-0.639, 5.635, 1.281)
C (-1.385, 4.329, 0.945)
C (-0.638, 3.348, 0.022)
C (-0.628, 1.905, 0.547)
C (-0.613, 0.848, -0.569)
C (0.249, -0.391, -0.268)
N (-0.407, -1.768, -0.213)
C (-1.269, -2.073, -1.429)
C (-0.598, -2.337, -2.780)
C (-0.251, -1.113, -3.643)
C (1.185, -1.089, -4.110)
F (2.024, -1.167, -3.034)
F (1.444, 0.075, -4.714)
C (1.582, -2.250, -5.087)
F (0.486, -2.758, -5.667)
F (2.397, -1.830, -6.034)
F (2.177, -3.233, -4.418)
C (0.700, -2.799, -0.159)
C (1.530, -2.720, 1.111)
N (0.766, -2.806, 2.333)
C (0.578, -4.150, 2.900)
C (0.400, -4.110, 4.413)
C (-0.441, -1.998, 2.339)
P (0.068, -0.403, 3.124)
O (1.339, 0.142, 2.595)
C (-1.269, -1.997, 1.043)
C (-2.499, -1.100, 1.114)
C (-3.421, -1.427, 2.301)
C (-4.611, -0.445, 2.308)
C (-3.865, -2.900, 2.278)
H (-0.095, 2.044, 6.215)
H (1.527, 1.404, 5.935)
H (0.458, 1.694, 4.563)
H (1.645, 3.856, 6.375)
H (2.171, 3.492, 4.750)
H (-0.735, 3.987, 4.820)
H (0.139, 5.354, 5.468)
H (1.532, 5.443, 3.402)
H (0.694, 4.040, 2.771)
H (-1.475, 5.609, 3.258)
H (-0.303, 6.884, 3.023)
H (0.365, 5.589, 0.845)
H (-1.140, 6.495, 0.833)
H (-1.602, 3.811, 1.887)
H (-2.356, 4.570, 0.506)
H (-1.081, 3.360, -0.980)
H (0.396, 3.686, -0.095)
H (0.239, 1.756, 1.198)
H (-1.521, 1.770, 1.168)
H (-1.640, 0.579, -0.819)
H (-0.198, 1.313, -1.466)
H (0.766, -0.276, 0.686)
H (1.019, -0.493, -1.029)
H (-1.986, -1.264, -1.529)
H (-1.830, -2.963, -1.140)
H (-1.323, -2.944, -3.324)
H (0.268, -2.989, -2.668)
H (-0.414, -0.170, -3.123)
H (-0.878, -1.095, -4.534)
H (1.351, -2.615, -1.009)
H (0.220, -3.774, -0.280)
H (2.216, -3.568, 1.071)
H (2.155, -1.823, 1.115)
H (1.462, -4.735, 2.646)
H (-0.282, -4.661, 2.436)
H (-0.624, -3.870, 4.712)
H (1.067, -3.360, 4.842)
H (0.649, -5.075, 4.855)
H (-1.108, -2.466, 3.070)
H (-1.034, 0.458, 2.982)
H (0.009, -0.742, 4.484)
H (-1.611, -3.030, 0.915)
H (-3.097, -1.213, 0.206)
H (-2.210, -0.050, 1.174)
H (-2.855, -1.262, 3.223)
H (-4.531, 0.303, 1.515)
H (-5.558, -0.966, 2.168)
H (-4.674, 0.100, 3.250)
H (-3.202, -3.551, 2.854)
H (-3.909, -3.293, 1.257)
H (-4.858, -3.017, 2.711)
C (4.296, -0.344, -8.430)
S (5.089, -0.443, -10.042)
O (5.747, 0.867, -10.262)
C (3.571, -0.425, -11.005)
H (5.089, -0.295, -7.686)
H (3.689, 0.560, -8.388)
H (3.688, -1.234, -8.264)
H (3.014, 0.482, -10.774)
H (2.985, -1.317, -10.782)
H (3.859, -0.427, -12.054)